Record 1
Molecular formula: C14H26CdO8
Method: DFT, ωB97M-V with the def2-TZVPD basis set

Values from the calculation:
total energy = -35871.8665 eV
HOMO (spin up / spin down) = -11.89 / -11.00 eV
LUMO level (spin up / spin down) = -0.138 / -0.200 hartree

Structure (ORCA input):
```
! RIJCOSX wB97M-V def2-TZVPD def2/J DEFGRID3
* xyz 1 2
Cd -10.676 4.852 -16.390
C -12.750 4.524 -20.101
C -12.041 4.780 -18.835
C -12.310 6.217 -18.197
O -11.936 6.295 -16.991
C -13.099 7.214 -18.892
C -13.722 6.831 -20.034
C -13.590 5.450 -20.670
O -14.150 5.055 -21.781
O -14.381 7.821 -20.530
O -11.234 4.071 -18.186
H -12.704 3.495 -20.426
H -13.110 8.228 -18.520
C -10.294 7.939 -13.668
C -11.124 6.719 -13.724
O -10.571 5.729 -14.544
H -10.838 8.784 -13.246
H -9.822 8.079 -14.641
H -9.349 7.747 -13.160
H -11.979 7.016 -14.332
H -11.423 6.423 -12.719
H -9.944 5.267 -13.983
C -7.977 4.259 -18.636
C -7.731 5.190 -17.405
O -8.968 5.807 -16.954
H -8.721 3.538 -18.297
H -7.089 3.717 -18.961
H -8.298 4.773 -19.542
H -6.996 5.928 -17.729
H -7.215 4.611 -16.640
H -8.717 6.730 -16.870
C -10.266 0.948 -15.367
C -9.071 1.839 -15.710
O -9.483 3.178 -15.662
H -10.102 -0.126 -15.444
H -11.107 1.071 -16.049
H -10.666 1.201 -14.385
H -8.998 1.692 -16.788
H -8.180 1.547 -15.155
H -9.222 3.386 -14.762
C -14.470 4.128 -14.270
C -13.018 3.702 -14.288
O -12.350 3.724 -15.537
H -15.129 3.396 -14.737
H -14.475 5.096 -14.773
H -14.901 4.159 -13.269
H -13.038 2.619 -14.168
H -12.390 4.154 -13.520
H -12.788 3.105 -16.127
*
```

***

Record 2
Molecular formula: C4H9N2
Method: DFT, ωB97M-V with the def2-TZVPD basis set

Values from the calculation:
total energy = -7259.3043 eV
ΔE to the lowest compared entry with this formula, charge and spin = 4.156 eV
HOMO (spin up / spin down) = -8.22 / -15.18 eV
LUMO level (spin up / spin down) = -0.130 / -0.235 hartree

Structure (ORCA input):
```
! RIJCOSX wB97M-V def2-TZVPD def2/J DEFGRID3
* xyz 1 3
C 0.630 1.103 0.819
C 0.335 -0.360 0.708
C -0.975 -0.551 0.034
C 0.582 -0.227 -0.743
N -1.573 -1.750 -0.065
N 0.784 1.253 -0.679
H -0.304 1.534 1.196
H 1.480 1.490 1.402
H 0.608 -1.082 1.453
H -1.718 0.315 0.055
H 1.215 -0.820 -1.366
H -1.886 -1.940 -1.002
H -0.975 -2.455 0.353
H 0.032 1.773 -1.182
H 1.763 1.718 -0.983
*
```